[1]
DFT (ωB97M-V/def2-TZVPD) results for C28H52OP2Ti as an isolated structure.

Element x y z (Å)
Ti -1.123 -0.052 0.979
C -0.911 -0.379 3.210
C -0.668 1.025 2.951
C -2.908 0.574 2.488
C -2.309 -0.632 2.968
C -1.904 1.605 2.486
C 0.023 -1.350 3.838
H 1.067 -1.035 3.744
H -0.079 -2.347 3.388
H -0.197 -1.459 4.910
C -3.028 -1.850 3.394
H -2.354 -2.710 3.424
H -3.857 -2.081 2.722
H -3.452 -1.727 4.400
C -4.354 0.803 2.266
H -4.899 0.849 3.221
H -4.804 0.000 1.672
H -4.532 1.751 1.747
C -2.190 3.053 2.320
H -2.723 3.443 3.200
H -2.829 3.245 1.451
H -1.268 3.636 2.214
C 0.558 1.790 3.295
H 0.456 2.242 4.292
H 0.738 2.610 2.587
H 1.441 1.147 3.319
C 3.656 -1.381 -2.218
C 4.444 -1.193 -1.148
C 5.605 -0.248 -1.126
C 5.402 1.113 -1.867
C 4.016 1.669 -1.865
C 3.147 1.517 -2.881
C 3.266 0.487 -3.968
C 3.971 -0.846 -3.577
H 6.491 -0.730 -1.571
H 5.771 1.010 -2.897
H 5.874 -0.032 -0.082
H 5.056 -0.726 -3.686
H 2.817 -2.083 -2.175
H 4.367 -1.861 -0.282
H 3.657 -1.607 -4.312
H 2.254 0.252 -4.343
H 2.310 2.220 -2.999
H 3.816 0.905 -4.828
H 6.063 1.842 -1.371
H 3.783 2.347 -1.038
P 1.007 -0.864 0.127
P -0.849 1.784 -0.765
C 1.052 -0.143 -1.568
C -0.068 0.769 -2.092
H 1.207 -0.969 -2.274
H 2.005 0.397 -1.533
H 0.336 1.452 -2.859
H -0.848 0.157 -2.577
C -2.386 2.444 -1.441
H -2.803 3.174 -0.735
H -3.127 1.650 -1.588
H -2.198 2.948 -2.398
C 0.228 3.217 -0.479
H 0.572 3.650 -1.429
H 1.100 2.936 0.126
H -0.344 3.979 0.071
C 1.140 -2.654 -0.104
H 1.007 -3.141 0.874
H 2.120 -2.934 -0.518
H 0.337 -3.000 -0.773
C 2.412 -0.215 1.077
H 2.272 0.846 1.324
H 3.349 -0.310 0.517
H 2.508 -0.786 2.012
C -4.231 -2.605 0.344
C -3.296 -1.884 -0.612
C -2.521 -2.902 -1.444
C -4.084 -0.897 -1.464
O -2.317 -1.132 0.136
H -4.927 -3.255 -0.204
H -4.844 -1.896 0.912
H -3.668 -3.229 1.041
H -3.181 -3.533 -2.049
H -1.813 -2.399 -2.111
H -1.943 -3.546 -0.774
H -4.570 -0.149 -0.819
H -3.429 -0.367 -2.164
H -4.867 -1.399 -2.040

Its multiplicity is 2. The energy comes out at -73616.1300 eV. Its total charge is +1. The HOMO energy (alpha / beta) comes out at -10.16 / -10.68 eV. The orbital gap (alpha / beta) is 8.097 / 8.376 eV.

***

[2]
DFT (ωB97M-V/def2-TZVPD) results for C28H54As6Cl4O2RuSe as an isolated structure.

Element x y z (Å)
Ru -0.124 1.153 -0.280
C -4.150 -0.691 -0.027
As -2.727 0.674 -0.270
C -3.577 1.971 0.933
C -3.359 1.548 -1.935
C -3.151 0.901 -3.324
C -3.420 -0.604 -3.249
C -1.743 1.180 -3.870
As -0.158 0.589 -2.822
C -0.077 -1.299 -3.321
C 1.154 1.250 -4.101
C -4.177 1.588 -4.247
As -4.442 1.224 -6.191
C -2.957 0.104 -6.855
C -5.713 -0.276 -6.022
H -5.052 -0.386 -0.558
H -4.365 -0.759 1.038
H -3.831 -1.671 -0.377
H -4.644 2.057 0.720
H -3.095 2.939 0.808
H -3.444 1.644 1.965
H -2.884 2.533 -1.924
H -4.430 1.708 -1.774
H -2.760 -1.067 -2.513
H -3.244 -1.090 -4.210
H -4.455 -0.788 -2.949
H -1.621 2.263 -3.979
H -1.638 0.741 -4.863
H -0.475 -1.453 -4.325
H -0.625 -1.913 -2.607
H 0.969 -1.604 -3.294
H 0.882 0.936 -5.110
H 2.127 0.839 -3.836
H 1.209 2.338 -4.061
H -3.998 2.666 -4.194
H -5.182 1.434 -3.838
H -2.050 0.691 -6.985
H -3.264 -0.255 -7.838
H -2.745 -0.759 -6.225
H -6.631 0.061 -5.540
H -5.295 -1.104 -5.449
H -5.969 -0.635 -7.020
Cl 2.859 -5.503 0.287
C 2.546 -3.880 -0.228
C 3.396 -3.267 -1.130
Cl 4.757 -4.123 -1.771
C 3.141 -1.948 -1.508
Cl 4.171 -1.154 -2.657
C 2.081 -1.198 -0.983
O 1.918 0.049 -1.290
C 1.136 -1.860 -0.104
O 0.085 -1.211 0.299
C 1.425 -3.193 0.255
Cl 0.338 -4.022 1.320
C -0.159 -1.025 5.886
As -0.037 -0.840 3.899
C -1.880 -1.453 3.630
C -0.540 1.067 3.724
C 0.554 2.093 4.023
C 0.720 2.163 5.547
C 1.897 1.688 3.377
As 1.951 1.283 1.409
C 2.921 2.882 0.824
C 3.518 0.121 1.504
C 0.110 3.455 3.453
As 0.714 5.221 4.164
C 1.382 5.912 2.448
C 2.520 4.979 4.948
H -0.936 -0.384 6.308
H 0.793 -0.804 6.369
H -0.406 -2.065 6.106
H -2.568 -0.896 4.272
H -1.971 -2.515 3.849
H -2.136 -1.298 2.585
H -1.411 1.272 4.357
H -0.869 1.176 2.680
H 0.781 1.163 5.972
H -0.128 2.686 5.998
H 1.631 2.698 5.808
H 2.287 0.802 3.886
H 2.614 2.501 3.515
H 3.729 3.129 1.516
H 2.237 3.724 0.725
H 3.336 2.669 -0.161
H 4.241 0.558 2.197
H 3.967 0.039 0.516
H 3.236 -0.873 1.848
H -0.977 3.523 3.555
H 0.314 3.465 2.379
H 0.600 5.842 1.691
H 2.240 5.325 2.116
H 1.684 6.955 2.545
H 2.458 4.691 5.996
H 3.016 5.950 4.901
H 3.130 4.255 4.411
Se -0.479 3.502 -0.367

Its multiplicity is 6. The energy comes out at -517056.5566 eV. Its total charge is -1. The HOMO energy (alpha / beta) comes out at -3.76 / -3.77 eV. The orbital gap (alpha / beta) is 6.104 / 5.362 eV.

***

[3]
DFT (ωB97M-V/def2-TZVPD) results for a 10-piece molecular cluster, C28H54BN4O37S9 overall.

Element x y z (Å)
C -0.277 -0.556 -0.069
C -0.208 -1.655 0.388
N -0.148 -2.897 0.920
C -0.772 -4.073 0.656
N -1.651 -4.240 -0.329
B -2.073 -3.296 -1.406
C -3.541 -2.758 -1.538
O -1.076 -2.943 -2.254
N -0.411 -5.034 1.519
C 0.491 -4.406 2.316
N 0.688 -3.153 1.987
C 1.609 -2.173 2.583
C 2.068 -2.696 3.958
C 2.822 -1.943 1.638
C 3.025 -0.470 1.196
C 3.041 -0.263 -0.332
H -0.452 0.423 -0.461
H -2.083 -5.154 -0.324
H -4.043 -3.248 -2.375
H -3.535 -1.682 -1.718
H -4.083 -2.941 -0.612
H -1.336 -2.213 -2.828
H 0.996 -4.952 3.096
H 1.090 -1.232 2.759
H 2.486 -1.839 4.481
H 1.247 -3.113 4.540
H 2.862 -3.433 3.842
H 3.722 -2.333 2.110
H 2.651 -2.552 0.747
H 2.186 0.104 1.593
H 3.943 -0.093 1.639
H 2.252 0.412 -0.664
H 2.908 -1.197 -0.881
H 3.980 0.188 -0.651
C -8.937 -2.494 -0.415
C -7.829 -3.248 0.284
O -6.645 -2.896 -0.462
S -6.777 -1.393 -1.002
O -6.086 -0.519 -0.120
O -6.499 -1.394 -2.393
O -8.340 -1.228 -0.757
H -9.245 -2.993 -1.336
H -9.799 -2.341 0.224
H -7.968 -4.324 0.259
H -7.704 -2.916 1.316
C -14.318 -1.838 1.578
C -14.506 -2.483 0.220
O -13.279 -3.203 0.009
S -12.732 -3.755 1.406
O -13.121 -5.104 1.578
O -11.369 -3.367 1.524
O -13.634 -2.839 2.350
H -13.687 -0.950 1.521
H -15.258 -1.591 2.063
H -14.642 -1.759 -0.578
H -15.333 -3.194 0.219
C -2.993 3.672 -0.213
C -2.204 3.559 1.076
O -0.846 3.374 0.636
S -0.606 4.198 -0.722
O -0.012 5.445 -0.417
O -0.031 3.305 -1.667
O -2.143 4.438 -1.079
H -3.169 2.695 -0.669
H -3.939 4.190 -0.086
H -2.507 2.711 1.684
H -2.258 4.475 1.666
C -2.821 -4.214 3.684
C -2.056 -5.248 4.481
O -2.313 -4.897 5.845
S -3.790 -4.288 5.982
O -4.687 -5.298 6.400
O -3.695 -3.044 6.652
O -4.034 -4.026 4.411
H -2.288 -3.258 3.644
H -3.043 -4.553 2.674
H -0.991 -5.233 4.286
H -2.432 -6.256 4.299
C 4.267 4.503 -1.712
C 4.174 3.940 -3.114
O 5.470 3.361 -3.347
S 6.056 2.782 -1.979
O 5.789 1.386 -1.909
O 7.363 3.294 -1.794
O 5.040 3.524 -0.993
H 4.803 5.452 -1.694
H 3.295 4.623 -1.241
H 3.969 4.706 -3.856
H 3.423 3.150 -3.184
C 4.945 8.493 -6.714
C 5.681 7.414 -5.946
O 5.342 7.675 -4.573
S 3.855 8.255 -4.483
O 2.961 7.198 -4.168
O 3.891 9.447 -3.717
O 3.686 8.614 -6.028
H 5.464 9.452 -6.663
H 4.765 8.226 -7.751
H 6.759 7.465 -6.067
H 5.327 6.416 -6.210
C 4.293 13.115 -3.938
C 5.449 12.422 -3.250
O 6.610 12.939 -3.919
S 6.355 14.460 -4.353
O 6.913 15.330 -3.385
O 6.669 14.582 -5.730
O 4.765 14.451 -4.162
H 4.066 12.657 -4.903
H 3.395 13.144 -3.327
H 5.414 11.343 -3.358
H 5.506 12.687 -2.192
C 2.198 -9.921 2.906
C 2.760 -8.938 1.897
O 2.072 -7.708 2.198
S 1.798 -7.621 3.768
O 2.804 -6.825 4.374
O 0.423 -7.314 3.964
O 2.064 -9.148 4.113
H 1.210 -10.282 2.614
H 2.859 -10.762 3.090
H 2.558 -9.224 0.869
H 3.831 -8.780 2.035
C 8.488 -3.238 0.729
C 7.131 -2.618 0.466
O 6.202 -3.659 0.816
S 6.792 -4.524 2.032
O 6.233 -4.049 3.247
O 6.726 -5.893 1.671
O 8.297 -4.006 1.929
H 8.786 -3.914 -0.074
H 9.265 -2.498 0.896
H 6.986 -2.337 -0.573
H 6.951 -1.755 1.111

The energy comes out at -209809.4064 eV. Its total charge is +1. The HOMO energy comes out at -12.04 eV. The orbital gap is 9.335 eV.

***

[4]
DFT (ωB97M-V/def2-TZVPD) results for C28H54BiClPSi as an isolated structure.

Element x y z (Å)
Bi 2.128 -3.789 -0.835
P 0.592 0.841 -0.134
Cl 3.026 -2.684 1.280
C -1.013 -0.353 0.988
H -0.971 -0.876 -0.008
H -0.273 -0.764 1.714
C 0.883 0.646 -2.017
C 2.319 0.900 0.618
C 1.250 1.928 -2.788
H 1.751 -0.038 -2.036
C 1.643 1.603 -4.234
H 0.381 2.599 -2.798
H 2.070 2.469 -2.298
C 0.568 0.803 -4.966
H 1.842 2.540 -4.762
H 2.582 1.037 -4.228
C 0.053 -0.399 -4.164
H -0.275 1.467 -5.196
H 0.958 0.463 -5.931
C -0.298 -0.048 -2.712
H -0.835 -0.814 -4.653
H 0.816 -1.187 -4.168
H -1.163 0.630 -2.706
H -0.601 -0.952 -2.170
C -0.236 2.454 0.153
C 2.246 1.406 2.065
H 2.564 -0.180 0.641
C 3.610 1.306 2.775
H 1.913 2.456 2.084
H 1.507 0.825 2.635
C 4.741 1.987 1.990
H 3.533 1.753 3.774
H 3.858 0.243 2.908
C 4.790 1.534 0.526
H 4.607 3.078 2.029
H 5.703 1.772 2.473
C 3.427 1.615 -0.179
H 5.515 2.148 -0.024
H 5.151 0.497 0.481
H 3.162 2.676 -0.308
H 3.524 1.182 -1.184
C -1.565 2.462 -0.613
H -0.480 2.400 1.227
C -2.426 3.626 -0.121
H -1.401 2.557 -1.701
H -2.111 1.520 -0.445
C -1.678 4.964 -0.197
H -3.352 3.671 -0.706
H -2.713 3.423 0.919
C -0.279 4.928 0.432
H -1.572 5.239 -1.255
H -2.276 5.746 0.284
C 0.563 3.746 -0.051
H 0.256 5.864 0.230
H -0.376 4.847 1.523
H 0.829 3.881 -1.108
H 1.508 3.706 0.507
C -3.341 -0.671 0.322
C -2.379 -0.224 1.478
H -3.298 -0.100 -0.613
C -2.716 -1.010 2.785
H -2.654 0.853 1.747
C -3.270 -2.436 2.661
H -1.877 -1.012 3.502
H -3.522 -0.415 3.229
C -4.447 -2.552 1.683
H -2.481 -3.137 2.384
H -3.641 -2.737 3.651
C -4.081 -1.920 0.313
H -4.727 -3.613 1.562
H -5.347 -2.060 2.092
H -3.580 -2.717 -0.277
H -5.027 -1.715 -0.209
C 0.941 -6.268 -0.233
Si 0.005 -4.805 0.539
C -1.820 -4.919 0.083
C 0.121 -4.828 2.438
H 0.781 -6.325 -1.314
H 0.532 -7.167 0.231
H 2.022 -6.231 -0.019
H -2.117 -5.963 -0.108
H -2.500 -4.539 0.858
H -2.016 -4.351 -0.834
H 0.229 -5.860 2.816
H 0.999 -4.249 2.765
H -0.771 -4.387 2.912

The energy comes out at -65438.8947 eV. Its total charge is -1. The HOMO energy (alpha / beta) comes out at -1.90 / -1.97 eV. The orbital gap (alpha / beta) is 4.544 / 4.604 eV.

***

> energy of number 1 (C28H52OP2Ti)?

-73616.1300 eV